1.
ORCA calculation (ωB97M-V/def2-TZVPD) on 13 unconnected molecules or ions with the total composition C25H76N10O13 in a non-equilibrium geometry.

Computed properties:
Relative energy (zero: lowest compared OMol25 entry of this formula, charge and spin) = 836.1 kJ/mol
Kohn-Sham gap = 8.12 eV
DFT total energy = -68665.24757 eV

XYZ file:
```
124
Properties=species:S:1:pos:R:3:mulliken_charge:R:1
C 11.53300 14.10100 -2.96000 0.714
O 12.07600 15.29800 -2.58700 1.802
H 11.21500 13.44500 -2.17800 -0.553
H 12.24000 13.47800 -3.36300 0.402
H 10.86200 14.03700 -3.83300 -0.732
H 12.80600 15.52800 -3.10500 -0.776
C 15.27500 16.76400 -1.07200 -0.118
O 15.99200 17.87200 -1.37300 -0.560
H 16.02500 16.18500 -0.41600 0.363
H 14.93100 16.08100 -1.75500 -0.039
H 14.49200 17.01300 -0.39400 0.040
H 16.76200 17.60900 -1.79800 0.339
C 15.30200 17.04000 -4.70500 0.000
O 14.51200 15.88600 -4.40200 -0.526
N 16.46500 16.92400 -5.29500 -0.412
N 15.03200 18.22900 -4.44600 -0.084
H 16.55800 15.96500 -5.71700 0.288
H 17.12700 17.70200 -5.46000 0.177
H 14.22900 18.47400 -4.02200 0.229
H 15.38200 19.06300 -4.87500 0.247
C 11.79600 10.71700 -3.71100 0.503
O 10.93300 9.76100 -3.25000 -0.753
N 12.86700 11.08400 -3.08700 0.338
N 11.70400 11.30600 -4.87700 0.037
H 13.22300 10.74200 -2.22000 0.408
H 13.32500 11.95200 -3.40600 -1.047
H 10.91400 10.94600 -5.48900 0.261
H 12.45100 11.96300 -5.34700 -0.542
C 11.20400 18.43400 -2.93800 0.136
O 12.40700 18.30800 -3.56900 -0.718
N 10.47200 17.43300 -2.55800 0.667
N 10.82600 19.57400 -2.49100 -0.271
H 10.84100 16.52800 -2.85500 -0.590
H 9.50900 17.41800 -2.20700 0.315
H 11.61500 20.29900 -2.52700 0.295
H 10.17600 19.88600 -1.71900 0.238
C 14.77600 12.62500 -4.93400 0.231
O 14.83900 12.85500 -3.53900 -0.588
N 14.33700 13.50900 -5.75400 0.310
N 15.30400 11.59000 -5.58500 -0.294
H 14.19400 14.45700 -5.30400 -0.030
H 14.29500 13.47100 -6.87000 0.217
H 15.76600 10.71600 -5.16600 0.292
H 15.29400 11.48000 -6.60400 0.133
C 12.06800 18.08400 0.83900 0.311
O 13.00700 17.55900 1.67300 -0.696
N 11.50400 17.37200 -0.11700 -0.086
N 11.74200 19.33400 0.86000 -0.360
H 11.13200 17.71400 -0.99700 0.347
H 11.66600 16.40000 -0.03400 0.173
H 12.34100 19.83000 1.59600 0.311
H 10.97700 19.84700 0.48600 0.139
C 8.26200 9.66200 -5.51100 -1.281
C 8.86400 10.43600 -6.60600 0.185
C 8.76600 11.97400 -6.36000 -0.615
O 10.08900 10.19100 -6.76100 -0.613
H 7.35900 9.90000 -5.02000 0.499
H 8.80400 9.73200 -4.57000 0.086
H 8.22800 8.55800 -5.72500 0.270
H 8.41900 10.34400 -7.60900 0.564
H 7.74100 12.35600 -6.28600 0.575
H 9.13600 12.50500 -7.20100 0.344
H 9.40800 12.30700 -5.51500 -0.357
H 10.16600 9.51400 -7.51900 0.409
C 12.99800 14.09700 1.95600 -2.077
C 12.90900 14.42600 0.42800 1.920
C 13.73600 13.51000 -0.45300 0.060
O 11.79800 14.50900 -0.08300 -0.867
H 12.27200 13.41400 2.19300 0.496
H 12.73000 14.97200 2.53000 0.409
H 13.97400 13.72200 2.26300 0.380
H 13.33200 15.40700 0.45100 -0.633
H 14.13300 14.02500 -1.39300 -0.349
H 13.15600 12.64600 -0.74700 -0.486
H 14.65100 13.12600 0.09200 0.491
H 11.87500 14.89500 -0.99900 0.119
C 11.78200 10.63500 1.34400 -2.062
C 10.79500 11.11600 0.23800 2.757
C 9.74500 10.12600 -0.28600 -1.471
O 10.04100 12.12600 0.56300 -0.798
H 12.65800 11.19100 1.49200 0.454
H 12.14200 9.79300 0.94400 0.597
H 11.35900 10.56400 2.33000 0.348
H 11.39200 11.47600 -0.67200 -1.203
H 9.01500 10.63700 -0.92300 0.374
H 9.28100 9.62400 0.56900 0.355
H 10.01700 9.35400 -0.93600 0.271
H 10.60800 12.92800 0.61800 -0.076
C 8.41100 16.56100 -7.46000 -1.283
C 8.36200 16.84100 -5.94200 0.256
C 8.80500 15.59200 -5.20100 -0.010
O 9.02800 17.87000 -5.66400 -0.527
H 9.45100 16.22000 -7.78600 0.144
H 7.97400 17.42300 -8.09300 0.398
H 7.71900 15.73300 -7.76700 0.363
H 7.35400 17.02800 -5.75700 0.349
H 9.83900 15.56700 -5.31000 -0.269
H 8.22900 14.84700 -5.70200 0.313
H 8.41700 15.57100 -4.08800 -0.100
H 8.87700 18.04600 -4.74200 0.347
C 11.59800 14.35800 -7.11000 0.956
C 12.33900 14.09200 -8.40000 0.962
C 12.00500 14.98200 -9.57300 -1.677
O 13.55300 14.02400 -8.33200 -0.502
H 11.88300 15.34100 -6.66000 0.328
H 11.73500 13.60600 -6.40800 -0.882
H 10.49500 14.52000 -7.14500 -0.365
H 12.26100 13.00700 -8.64600 0.080
H 12.44500 14.57600 -10.52100 0.473
H 12.41500 16.04000 -9.57500 0.301
H 10.98200 15.13700 -9.81000 0.381
H 14.01500 13.97300 -9.19100 0.331
C 8.42800 14.21600 -1.35300 0.434
C 7.52200 13.02800 -1.64900 -0.616
C 8.25700 12.14300 -2.73200 -0.077
O 7.36400 12.25900 -0.63000 -0.641
H 9.39400 13.97800 -0.95800 -0.273
H 8.00500 14.98900 -0.73600 0.441
H 8.61500 14.58600 -2.41100 -0.426
H 6.63900 13.22500 -2.09300 0.925
H 8.26600 12.61500 -3.69900 0.147
H 7.76500 11.18700 -2.86200 0.370
H 9.30300 11.90200 -2.32700 -0.433
H 8.20900 12.24300 -0.27000 0.216
```

2.
ORCA calculation (ωB97M-V/def2-TZVPD) on 7 unconnected molecules or ions with the total composition C42H35N7O14 in a non-equilibrium geometry.

Computed properties:
Relative energy (zero: lowest compared OMol25 entry of this formula, charge and spin) = 185.9 kJ/mol
Kohn-Sham gap = 8.28 eV
DFT total energy = -83196.57140 eV
Structure (SMILES) = O=[N+]([O-])c1ccccc1.O=[N+]([O-])c1ccccc1.O=[N+]([O-])c1ccccc1.O=[N+]([O-])c1ccccc1.O=[N+]([O-])c1ccccc1.O=[N+]([O-])c1ccccc1.O=[N+]([O-])c1ccccc1

XYZ file:
```
98
Properties=species:S:1:pos:R:3:mulliken_charge:R:1
C 11.97528 18.25801 9.94240 -1.338
C 12.07710 18.48286 11.30682 0.019
C 11.66453 17.50356 12.15350 -0.017
C 11.20647 16.27006 11.62288 -0.307
C 10.99235 16.06618 10.30681 -0.979
C 11.33202 17.11651 9.46116 -0.207
N 10.96449 15.24627 12.66738 1.180
O 10.78731 14.13712 12.26718 -0.642
O 11.03896 15.59285 13.82122 -0.506
H 12.13901 19.08420 9.28190 0.538
H 12.46168 19.42669 11.68729 0.526
H 11.75943 17.66105 13.21607 0.645
H 10.58036 15.15147 9.91007 0.527
H 11.09544 17.04569 8.41598 0.521
C 8.15083 20.65100 7.83770 -0.694
C 7.68023 19.41540 7.48048 -0.276
C 7.61302 18.35762 8.39423 -0.499
C 8.17001 18.55978 9.62156 0.422
C 8.52666 19.86282 10.09234 -0.522
C 8.46615 20.88218 9.19657 -0.499
N 8.19881 17.53034 10.58162 1.116
O 8.61682 17.74324 11.71950 -0.601
O 7.98258 16.40335 10.13739 -0.622
H 8.20067 21.50235 7.14766 0.391
H 7.31702 19.27602 6.46175 0.370
H 7.21733 17.41199 8.07451 0.489
H 8.83105 19.95873 11.14544 0.524
H 8.76436 21.89210 9.50799 0.453
C 11.99466 22.15633 12.50313 -0.399
C 13.26750 22.46001 12.97754 -0.285
C 14.08944 23.16303 12.12591 -0.479
C 13.58926 23.57600 10.90164 0.148
C 12.29626 23.34279 10.48342 -0.507
C 11.50121 22.50706 11.27310 0.169
N 14.48539 24.24845 9.97153 0.981
O 14.04569 24.93614 9.08090 -0.602
O 15.66502 23.98075 10.08371 -0.596
H 11.41678 21.51694 13.19689 0.311
H 13.64550 22.08136 13.95249 0.311
H 15.15092 23.31482 12.20746 0.425
H 12.08357 23.47024 9.40334 0.371
H 10.67828 22.02543 10.83510 0.134
C 17.76710 20.01816 8.84657 -0.666
C 17.97484 18.76986 9.44666 -0.497
C 17.26753 18.46256 10.58645 -0.466
C 16.35858 19.32408 11.12134 0.005
C 16.13346 20.57307 10.59088 0.426
C 16.86290 20.89030 9.42425 -0.414
N 15.50667 18.73781 12.14475 1.107
O 15.05044 19.53005 12.99963 -0.559
O 15.42669 17.54053 12.20854 -0.577
H 18.32734 20.21918 7.94281 0.405
H 18.72515 18.12000 9.03986 0.402
H 17.39166 17.45111 10.97124 0.421
H 15.41686 21.30024 10.95589 0.048
H 16.64006 21.83636 8.88852 0.321
C 11.96860 11.00909 16.10120 -0.232
C 12.11398 11.61890 14.87734 -0.185
C 11.61781 10.97482 13.77100 -0.496
C 11.08702 9.71972 13.91813 0.030
C 10.94644 9.07802 15.10930 -0.494
C 11.46429 9.69064 16.22651 -0.695
N 10.61027 9.01187 12.71095 0.973
O 10.12722 7.89388 12.83074 -0.606
O 10.81896 9.59540 11.63532 -0.593
H 12.28703 11.45600 17.03795 0.392
H 12.56179 12.57803 14.75288 0.294
H 11.61827 11.45421 12.84003 0.609
H 10.49065 8.12895 15.09976 0.589
H 11.54338 9.23465 17.20961 0.408
C 8.69995 12.40713 16.35996 -0.569
C 9.01499 13.78110 16.44610 -0.577
C 8.49743 14.47343 17.53700 -0.331
C 7.75119 13.76642 18.49769 0.139
C 7.40576 12.41917 18.36572 -0.327
C 7.92445 11.69745 17.29374 -0.800
N 7.26148 14.50056 19.62948 0.982
O 6.25372 14.07559 20.08692 -0.595
O 7.80089 15.52825 19.94869 -0.613
H 9.21122 11.84690 15.63837 0.679
H 9.59821 14.36803 15.73449 0.639
H 8.70074 15.51579 17.73861 0.420
H 6.66213 12.01254 19.04676 0.447
H 7.64153 10.71313 17.09065 0.490
C 13.43758 18.09444 15.50020 -0.013
C 13.83748 16.77519 15.13222 -0.158
C 13.69370 15.68156 15.95268 -0.437
C 13.25657 15.98040 17.25718 -0.195
C 12.81905 17.19564 17.65755 -0.431
C 12.96645 18.28501 16.79285 -0.658
N 13.12909 14.87964 18.15980 1.080
O 13.51903 13.75812 17.72846 -0.639
O 12.67560 15.05723 19.25338 -0.616
H 13.75135 18.94267 14.83720 0.329
H 14.29442 16.62896 14.15338 0.403
H 13.99719 14.67217 15.67526 0.493
H 12.52092 17.31659 18.66919 0.607
H 12.76095 19.29262 17.25426 0.306
```

3.
ORCA calculation (ωB97M-V/def2-TZVPD) on a molecular structure, C19H25BeN3SSi in a non-equilibrium geometry.

Computed properties:
Relative energy (zero: lowest compared OMol25 entry of this formula, charge and spin) = 385.1 kJ/mol
Kohn-Sham gap (alpha / beta) = 2.54 / 2.56 eV
DFT total energy = -43687.00989 eV

XYZ file:
```
50
Properties=species:S:1:pos:R:3:mulliken_charge:R:1
C 0.81272 -3.16972 1.00560 -0.346
C 1.57314 -1.96624 1.09497 -0.788
C 1.49109 -1.49246 2.43746 0.076
H 2.17493 -1.52193 0.30017 0.723
C 0.64009 -2.38798 3.17184 -0.619
C 0.22685 -3.42370 2.28985 -0.212
H -0.37646 -4.28304 2.57126 0.543
H 0.76698 -3.83140 0.14028 0.515
H 2.00938 -0.62846 2.85060 0.613
H 0.36564 -2.27003 4.22322 0.481
Be -0.22915 -1.74517 1.61141 -0.812
C 0.78778 3.56013 -1.85627 -1.186
H 1.48375 3.99373 -1.12155 0.302
H 0.15553 4.37195 -2.28090 0.409
H 1.37697 3.05023 -2.63570 0.311
Si -0.28946 2.33592 -0.96813 -0.730
C -0.89562 0.78346 -1.87356 1.088
C -0.13993 -0.40021 -1.83149 0.124
H 0.64756 -0.53700 -1.07132 0.161
C -0.29366 -1.36390 -2.83312 -0.600
H 0.38171 -2.21331 -2.88698 0.418
C -1.30587 -1.18482 -3.77263 -0.513
H -1.39191 -1.90527 -4.58492 0.366
C -2.21706 -0.12444 -3.66491 -0.400
H -3.03702 -0.06533 -4.37333 0.410
C -2.05073 0.85930 -2.67034 -1.310
H -2.75702 1.68565 -2.51392 0.190
C 1.21296 1.65106 -0.04380 1.243
C 2.23560 1.13890 -0.86432 -0.519
H 2.08986 0.92828 -1.93313 0.289
C 3.53925 1.03515 -0.37156 -0.783
H 4.34867 0.70115 -1.03091 0.350
C 3.84194 1.47335 0.92601 -0.434
H 4.89411 1.50303 1.27462 0.330
C 2.81077 1.95078 1.74246 -0.679
H 3.04890 2.31795 2.74106 0.407
C 1.49873 2.06277 1.25747 -0.732
H 0.76760 2.55544 1.90330 0.319
H -0.94290 2.86478 0.34909 0.173
H -1.75458 2.53556 -0.18635 -0.008
N -1.69532 -2.13670 0.59679 0.065
N -2.85220 -1.36992 0.96406 -0.519
C -2.64949 -0.29106 1.72591 0.745
N -3.72394 0.32620 2.23458 -0.658
S -1.09378 0.27720 2.07533 -0.286
H -1.50011 -1.94137 -0.40007 0.217
H -1.95759 -3.13462 0.62124 0.457
H -3.75965 -1.84243 0.96612 0.272
H -3.61585 1.17866 2.76364 0.276
H -4.65320 0.08989 1.93085 0.259
```